(1)
The following is a quantum chemistry calculation of the molecule C4H6F2, from the OMol25 dataset.

Geometry as ORCA input:
```
! RIJCOSX wB97M-V def2-TZVPD def2/J DEFGRID3
* xyz 0 1
C -1.54424 -0.70747 -0.37758
C -0.66887 -0.29995 0.83682
C 0.85729 -0.38594 0.53191
F 1.27516 -0.98550 -0.59253
C 0.15982 0.89016 0.49994
F 0.01583 1.48456 -0.66928
H -2.17101 0.12795 -0.55382
H -2.16247 -1.51513 -0.19024
H -0.94260 -0.89554 -1.34201
H -1.04760 -0.53278 1.82064
H 1.52049 -0.35626 1.38328
H 0.36024 1.69942 1.29185
*
```

## Properties
Structure (SMILES): C[C@H]1[C@@H](F)[C@H]1F
LUMO level in eV: 1.0

(2)
The following is a quantum chemistry calculation of a structure of composition C4H6F2O2S, from the OMol25 dataset.

Geometry as ORCA input:
```
! RIJCOSX wB97M-V def2-TZVPD def2/J DEFGRID3
* xyz 0 1
C 1.05267 0.11250 -1.32420
C 1.51514 -0.92737 0.68259
C 0.40697 -0.80501 -0.29830
C -0.88195 -0.15678 0.30945
O 3.77368 0.15721 -0.51455
O 2.23629 1.73521 0.49820
F 2.05596 -2.11138 0.98179
F -0.02609 -1.98922 -0.83359
S 2.40809 0.47046 -0.08402
H 1.47841 -0.20636 -2.30148
H 0.61384 0.97030 -1.67092
H 0.82666 -0.06427 2.24235
H -1.62836 -0.93689 0.30943
H -1.29281 0.71590 -0.11696
H -0.81172 0.09048 1.38702
*
```

## Properties
LUMO level in eV: -1.0

(3)
The following is a quantum chemistry calculation of the molecule C4H6F2S, from the OMol25 dataset.

Geometry as ORCA input:
```
! RIJCOSX wB97M-V def2-TZVPD def2/J DEFGRID3
* xyz 0 1
C 1.95928 1.16370 0.14645
C 0.54359 0.70973 0.05874
C 0.21970 -0.55927 -0.06337
C -1.31342 -1.10182 -0.25270
F -1.69491 -0.99952 -1.54379
F -1.37563 -2.41218 0.04754
S -2.44040 -0.13303 0.81445
H 2.15627 1.59187 1.12760
H 2.14233 1.93683 -0.59806
H 2.64416 0.33655 -0.02190
H -0.21430 1.47929 0.10437
H 0.93207 -1.36561 -0.11956
H -3.55874 -0.64654 0.30022
*
```

## Properties
Structure (SMILES): C/C=C/C(F)(F)S
LUMO level in eV: 0.8

(4)
The following is a quantum chemistry calculation of a structure of composition C4H6F3N, from the OMol25 dataset.

Geometry as ORCA input:
```
! RIJCOSX wB97M-V def2-TZVPD def2/J DEFGRID3
* xyz 0 1
C -0.18149 -0.53312 -0.13527
C -1.10773 0.21092 1.02468
C 1.28728 -0.62868 0.04202
C 0.63254 0.40327 -0.95678
H -1.22762 -0.82112 -1.67602
H -1.77884 -2.09931 -0.13525
H -0.50020 1.05357 1.47536
H -1.21574 -0.48779 1.76814
H 1.79715 -1.33756 -0.52778
H 0.76143 -0.00009 -2.06410
N -0.74272 -1.65901 -0.92119
F -2.16440 0.66351 0.39328
F 1.85004 -0.28748 1.26401
F 0.71206 1.68964 -0.79505
*
```

## Properties
LUMO level in eV: 0.7

(5)
The following is a quantum chemistry calculation of the molecule C4H6FIS, from the OMol25 dataset.

Geometry as ORCA input:
```
! RIJCOSX wB97M-V def2-TZVPD def2/J DEFGRID3
* xyz 0 1
C -0.42735 0.51660 1.33346
C 0.07320 -0.38087 0.18073
C -0.53722 -0.03791 -1.14875
S 0.01257 1.72452 -1.43056
C 1.01834 -1.28447 0.33678
F 1.51959 -1.84243 -0.73264
I 2.05649 -1.87868 2.06367
H -0.24495 -0.04038 2.30300
H -1.39587 0.68387 0.93881
H 0.26267 1.37080 1.29553
H -1.59913 -0.08427 -0.92023
H -0.04702 -0.61946 -1.80127
H -0.69131 1.87268 -2.41854
*
```

## Properties
Structure (SMILES): C/C(CS)=C(/F)I
LUMO level in eV: 0.4

(6)
The following is a quantum chemistry calculation of a cluster of 2 separate species, C4H6FN in total, from the OMol25 dataset.

Geometry as ORCA input:
```
! RIJCOSX wB97M-V def2-TZVPD def2/J DEFGRID3
* xyz 0 1
C -0.52849 0.82323 -0.47901
C 3.05771 1.27249 -0.10974
C 1.91694 0.78162 0.34230
C -2.13583 -1.13550 -0.80262
N -1.24591 -0.08772 -0.64877
F 1.50906 -0.41795 -0.06709
H 3.57972 0.94348 -1.10926
H 3.41208 2.17270 0.31782
H 1.51710 1.08050 1.31065
H -2.46919 -1.60982 0.04575
H -1.69964 -1.94793 -1.41158
H -3.05074 -0.86700 -1.39052
*
```

## Properties
LUMO level in eV: 0.9

(7)
The following is a quantum chemistry calculation of the ion C4H6FN2 with charge +1, from the OMol25 dataset.

Geometry as ORCA input:
```
! RIJCOSX wB97M-V def2-TZVPD def2/J DEFGRID3
* xyz 1 3
C 0.11642 -0.98915 0.07630
C 1.49150 -1.05833 0.01459
C 0.29881 1.30202 0.10093
C -1.89172 0.38407 -0.01597
N -0.44081 0.26442 0.06354
N 2.12214 0.04916 -0.28909
F 3.36353 0.30852 0.09338
H -0.52376 -1.85181 0.12008
H 2.02434 -1.99158 0.17442
H 0.22716 2.32296 -0.19375
H -2.36730 -0.55966 0.24414
H -2.24849 1.16852 0.64973
H -2.17182 0.65085 -1.03831
*
```

## Properties
LUMO level (alpha / beta) in eV: -5.4 / -7.0
Expectation value of S²: 2.068

(8)
The following is a quantum chemistry calculation of the molecule C4H6FN3, from the OMol25 dataset.

Geometry as ORCA input:
```
! RIJCOSX wB97M-V def2-TZVPD def2/J DEFGRID3
* xyz 0 1
N -1.43342 -1.08807 1.79516
C -0.99465 -1.25217 0.72478
C -0.48297 -1.54064 -0.58601
N 0.56117 -1.06769 -1.17359
N 1.41615 -0.19097 -0.65728
C 1.17529 0.75667 0.44007
C 0.28425 1.90850 0.06036
F -0.94659 1.44618 -0.36201
H -1.02374 -2.32626 -1.15478
H 2.05928 0.11254 -1.36743
H 2.16655 1.11510 0.73655
H 0.78208 0.22474 1.29858
H 0.12031 2.56140 0.92219
H 0.71598 2.48969 -0.76220
*
```

## Properties
Structure (SMILES): N#C/C=N\NCCF
LUMO level in eV: 0.7

Largest force on an atom? In order: 3.408, 4.904, 3.280, 6.377, 4.481, 3.855, 2.791, 2.120 eV/Å.
Energy above the lowest of the compared OMol25 structures with the same formula, charge and spin? In order: 1.463, 2.890, 0.175, 4.143, 0.675, 2.587, 2.142, 1.628 eV.